Record 1
{"formula": "C44H41N10ORuSSi", "method": "wB97M-V/def2-TZVPD", "symbols": ["Ru", "C", "N", "C", "C", "N", "C", "C", "C", "C", "C", "C", "N", "C", "N", "C", "C", "C", "C", "C", "C", "N", "H", "H", "H", "H", "H", "H", "H", "H", "H", "H", "H", "H", "H", "H", "H", "C", "O", "C", "C", "C", "C", "C", "C", "C", "N", "C", "C", "N", "C", "C", "C", "C", "N", "C", "C", "N", "C", "C", "C", "C", "H", "H", "H", "H", "H", "H", "H", "H", "H", "H", "H", "H", "H", "H", "C", "Si", "C", "C", "C", "C", "C", "C", "N", "C", "S", "H", "H", "H", "H", "H", "H", "H", "H", "H", "H", "H", "H"], "positions_angstrom": [[-1.94449, -1.07671, 0.19384], [-4.17048, -2.65853, 1.75684], [-3.87417, -2.47078, 0.32391], [-4.98639, -1.87527, -0.42288], [-4.95945, -0.42175, -0.13889], [-3.89327, 0.13904, 0.36827], [-4.22801, 1.49578, 0.53087], [-3.50643, 2.54674, 1.09498], [-4.09355, 3.79369, 1.08850], [-5.37682, 3.99893, 0.55147], [-6.12351, 2.95637, 0.04557], [-5.52228, 1.70131, 0.06293], [-5.96563, 0.44701, -0.34680], [-2.92015, -2.47293, 2.53539], [-2.16441, -1.41651, 2.35258], [-1.10424, -1.55143, 3.26214], [-0.03915, -0.69823, 3.54240], [0.88255, -1.12365, 4.47326], [0.75154, -2.36379, 5.12636], [-0.32430, -3.19328, 4.89236], [-1.25378, -2.74728, 3.95645], [-2.43171, -3.30833, 3.46490], [-4.62020, -3.62893, 1.97403], [-4.87443, -1.88063, 2.05298], [-3.59273, -3.34865, -0.09793], [-5.95796, -2.30321, -0.16003], [-4.81676, -2.05577, -1.48625], [-2.53318, 2.37610, 1.53642], [-3.56296, 4.63457, 1.51477], [-5.79541, 4.99614, 0.55157], [-7.12688, 3.10724, -0.32976], [-6.87421, 0.22727, -0.72062], [0.04741, 0.25984, 3.04665], [1.72902, -0.49278, 4.71125], [1.50551, -2.66513, 5.84095], [-0.44020, -4.13150, 5.41823], [-2.85493, -4.17068, 3.76756], [8.53822, 8.15347, 0.21699], [8.67028, 6.74258, 0.35296], [7.54837, 6.00085, 0.39089], [6.25913, 6.51605, 0.27968], [5.17364, 5.65488, 0.29745], [5.34915, 4.28515, 0.44155], [6.64616, 3.78421, 0.57999], [7.73330, 4.62667, 0.55038], [4.18087, 3.40655, 0.39365], [2.97454, 3.75655, -0.00116], [2.22626, 2.61568, 0.08575], [2.97135, 1.55903, 0.54338], [4.22867, 2.07839, 0.73724], [2.43278, 0.25465, 0.74690], [3.13954, -0.84923, 1.24578], [2.49631, -2.04934, 1.36259], [1.14647, -2.14165, 1.00884], [0.44664, -1.11672, 0.55058], [1.07909, 0.06968, 0.41221], [0.30541, 1.15601, -0.13443], [-0.95440, 0.86918, -0.53431], [-1.66196, 1.82682, -1.10846], [-1.20195, 3.13764, -1.25843], [0.05880, 3.44957, -0.82827], [0.85826, 2.43231, -0.28608], [9.54897, 8.54651, 0.20568], [7.99144, 8.57840, 1.06089], [8.03579, 8.41255, -0.71678], [6.09422, 7.57811, 0.17649], [4.16901, 6.04458, 0.20149], [6.82454, 2.72085, 0.69597], [8.74294, 4.24893, 0.63865], [5.04010, 1.59133, 1.07403], [4.17853, -0.75117, 1.53648], [3.00796, -2.92988, 1.72531], [0.63514, -3.08387, 1.10750], [-2.63636, 1.54885, -1.48349], [-1.84930, 3.87898, -1.70566], [0.46792, 4.44789, -0.91639], [0.88614, -5.25705, -4.26391], [-0.69919, -5.35584, -3.30449], [-2.09139, -6.14886, -4.24158], [-0.40127, -6.26222, -1.70992], [-1.25641, -3.53936, -3.07618], [-1.44350, -2.78919, -4.23352], [-1.86018, -1.45867, -4.19561], [-2.09806, -0.88827, -2.97016], [-1.93754, -1.59231, -1.83765], [-1.51499, -2.85284, -1.88538], [-1.32386, -3.42450, -0.25473], [1.30488, -6.25494, -4.41500], [1.62386, -4.66707, -3.71457], [0.75760, -4.80204, -5.24833], [-1.84663, -7.18209, -4.49970], [-2.31759, -5.62188, -5.17095], [-3.00000, -6.16715, -3.63467], [-0.06649, -7.27411, -1.95505], [-1.29947, -6.35054, -1.09491], [0.37849, -5.79171, -1.10753], [-1.24628, -3.24540, -5.19831], [-1.99638, -0.88259, -5.09946], [-2.43152, 0.13334, -2.86854]], "atomic_forces_ev_per_a": [[-1.99, -3.27, -0.50], [-0.05, -0.19, 0.04], [0.26, 1.01, 0.06], [-0.05, -0.11, -0.22], [-0.05, 0.05, -0.09], [0.45, 0.96, -0.07], [0.08, -0.21, 0.25], [-0.01, -0.07, 0.07], [-0.03, 0.01, 0.00], [0.03, 0.02, 0.03], [-0.05, -0.07, 0.03], [-0.02, 0.01, -0.12], [-0.07, 0.09, 0.03], [-0.10, 0.07, 0.11], [0.97, 0.32, -0.02], [-0.21, 0.14, -0.07], [-0.05, 0.02, 0.00], [0.01, -0.03, 0.03], [0.02, 0.07, -0.01], [-0.07, 0.00, 0.03], [-0.02, -0.13, -0.04], [0.04, 0.01, 0.21], [-0.08, -0.02, -0.17], [-0.01, -0.03, 0.09], [0.12, -0.03, 0.02], [0.03, -0.10, 0.03], [-0.01, -0.02, -0.01], [0.03, 0.04, -0.04], [-0.01, -0.01, -0.01], [0.00, -0.01, 0.03], [0.02, 0.00, -0.01], [-0.02, -0.02, 0.02], [0.04, -0.01, -0.01], [-0.02, 0.00, 0.02], [-0.02, 0.01, 0.01], [0.00, 0.01, -0.01], [-0.03, 0.02, 0.03], [-0.01, -0.02, 0.00], [-0.07, -0.02, 0.04], [0.08, 0.13, -0.01], [-0.12, 0.01, 0.00], [0.01, 0.11, 0.01], [-0.12, -0.13, -0.03], [0.05, -0.04, 0.01], [0.03, -0.13, 0.03], [0.10, 0.07, 0.00], [-0.06, -0.08, -0.01], [-0.13, 0.25, -0.07], [0.15, -0.13, 0.15], [-0.05, -0.11, 0.04], [0.08, 0.07, 0.01], [0.09, 0.06, 0.00], [-0.06, -0.09, 0.00], [0.07, 0.20, 0.03], [0.23, 0.20, 0.08], [-0.07, -0.15, -0.05], [-0.08, 0.02, -0.03], [-0.03, 0.10, 0.38], [0.13, -0.09, -0.16], [-0.07, -0.03, -0.10], [0.11, 0.03, 0.00], [0.05, 0.11, -0.02], [0.01, 0.00, 0.00], [0.00, -0.01, 0.01], [0.01, -0.01, -0.01], [-0.02, -0.01, -0.02], [0.02, 0.02, -0.02], [0.02, 0.02, -0.05], [-0.02, 0.00, 0.01], [0.02, 0.03, 0.02], [-0.01, -0.02, -0.04], [-0.02, 0.02, 0.03], [-0.01, -0.03, 0.06], [-0.08, 0.10, 0.16], [0.01, -0.02, -0.02], [0.00, -0.02, -0.02], [0.11, -0.02, -0.12], [0.01, 0.11, 0.03], [-0.07, -0.12, -0.11], [-0.02, 0.05, 0.21], [-0.10, 0.03, 0.04], [0.04, 0.00, -0.01], [-0.03, -0.08, -0.02], [-0.14, -0.10, 0.07], [0.13, 1.25, -0.09], [0.06, -0.52, -0.34], [0.59, 0.49, 0.31], [-0.01, 0.03, -0.01], [0.01, -0.02, -0.02], [0.01, -0.01, 0.02], [-0.01, 0.03, 0.00], [0.00, -0.02, 0.01], [0.00, 0.00, -0.03], [-0.02, 0.02, 0.00], [0.02, -0.02, -0.02], [0.00, -0.04, -0.02], [-0.03, 0.03, 0.01], [0.01, -0.01, 0.00], [0.04, -0.04, -0.04]], "e_lumo_ev": [-5.9, -5.5], "e_above_lowest_kj_mol": 145.0, "gap_ev": [5.6, 5.9], "s_squared": 0.7585, "total_charge": 2, "homo_ev": [-11.46, -11.46], "multiplicity": 2}


Record 2
{"formula": "C44H43AsClF7N4O5Ru", "method": "wB97M-V/def2-TZVPD", "symbols": ["Ru", "C", "C", "N", "C", "C", "C", "O", "O", "C", "O", "C", "C", "C", "F", "C", "C", "C", "N", "C", "C", "N", "C", "C", "H", "H", "H", "H", "H", "H", "H", "H", "H", "H", "H", "H", "H", "H", "H", "H", "H", "H", "C", "C", "C", "C", "C", "C", "N", "C", "C", "C", "C", "C", "C", "C", "O", "O", "C", "C", "H", "H", "H", "H", "H", "H", "H", "H", "H", "H", "H", "H", "H", "H", "C", "C", "C", "C", "C", "C", "H", "H", "H", "H", "H", "Cl", "C", "C", "C", "C", "C", "C", "C", "H", "H", "H", "H", "H", "H", "F", "As", "F", "F", "F", "F", "F"], "positions_angstrom": [[-0.16934, 0.15529, -0.72638], [-5.43665, -5.02331, -3.13451], [-5.37305, -4.80497, -1.62305], [-4.17492, -4.09393, -1.22389], [-4.18187, -2.73708, -1.32088], [-3.14300, -1.93007, -1.00659], [-3.32315, -0.44825, -1.38248], [-4.47783, -0.06427, -1.52419], [-2.28541, 0.21589, -1.62642], [-1.94160, -2.48028, -0.43698], [-0.92806, -1.83944, -0.12341], [-1.94281, -3.94857, -0.34232], [-0.80135, -4.59372, 0.13765], [-0.66292, -5.94947, -0.01783], [0.46179, -6.58620, 0.39581], [-1.63800, -6.70943, -0.66525], [-2.83185, -6.09891, -1.02191], [-3.01439, -4.72184, -0.84630], [-1.39505, -8.04417, -1.09609], [-1.88389, -9.17180, -0.34830], [-2.13983, -10.30372, -1.35122], [-0.86919, -10.60564, -2.07345], [-0.32297, -9.38805, -2.74140], [-0.09995, -8.32601, -1.66495], [-6.33416, -5.58007, -3.39527], [-4.56661, -5.57930, -3.47517], [-5.45391, -4.06834, -3.65417], [-5.41896, -5.76096, -1.09633], [-6.23533, -4.21089, -1.30902], [-5.07960, -2.27901, -1.71114], [-0.02925, -4.00634, 0.60353], [-3.58065, -6.70333, -1.50899], [-2.81514, -8.91088, 0.15325], [-1.16667, -9.51707, 0.41871], [-2.87126, -9.96839, -2.08704], [-2.50391, -11.20748, -0.85945], [-1.01195, -11.35889, -2.75619], [-0.17498, -10.91795, -1.38114], [-1.06450, -9.02034, -3.45155], [0.59829, -9.63448, -3.26991], [0.30261, -7.41975, -2.11636], [0.62833, -8.69183, -0.92140], [-7.03213, 1.69165, -0.49716], [-5.72441, 2.22770, 0.00523], [-5.11407, 3.27523, -0.67690], [-3.90411, 3.79097, -0.24519], [-3.29729, 3.28951, 0.88450], [-3.89787, 2.24107, 1.58805], [-3.36475, 1.78775, 2.77163], [-2.23782, 2.29556, 3.40230], [-2.37815, 2.78844, 4.70132], [-1.32873, 3.42908, 5.32562], [-0.11357, 3.57521, 4.67433], [0.06218, 3.02010, 3.42086], [-0.98241, 2.36421, 2.78418], [-0.69305, 1.62488, 1.50616], [-1.51178, 0.77015, 1.11156], [0.36905, 1.89531, 0.89897], [-5.11568, 1.69323, 1.13681], [-5.71246, 0.54662, 1.90702], [-7.41305, 2.31490, -1.30243], [-7.77446, 1.65291, 0.29879], [-6.87901, 0.68710, -0.88674], [-5.58529, 3.69244, -1.55525], [-3.43662, 4.59918, -0.78466], [-2.36598, 3.70535, 1.23991], [-3.99075, 1.27032, 3.36963], [-3.33698, 2.70232, 5.19439], [-1.46912, 3.82185, 6.32130], [0.69882, 4.10352, 5.15074], [1.01357, 3.07245, 2.91468], [-4.94539, -0.19222, 2.13295], [-6.48776, 0.05365, 1.33240], [-6.15880, 0.89041, 2.84355], [0.20131, 4.33761, -3.15344], [1.08293, 3.35015, -3.54454], [1.02441, 2.08380, -2.98075], [0.08813, 1.78171, -1.99745], [-0.82990, 2.76921, -1.65452], [-0.76681, 4.03656, -2.21291], [0.26778, 5.32912, -3.58096], [1.83786, 3.55096, -4.28996], [1.73601, 1.35691, -3.34439], [-1.62309, 2.54936, -0.95077], [-1.47577, 4.79359, -1.91195], [0.39083, -2.40562, -2.65260], [1.66088, -2.74639, -1.51010], [2.03879, -4.04541, -1.24607], [3.02044, -4.28532, -0.29713], [3.59573, -3.22601, 0.38680], [3.21066, -1.92903, 0.11133], [2.23670, -1.64965, -0.85551], [1.87838, -0.29454, -1.25228], [1.56318, -4.86006, -1.77116], [3.30444, -5.29980, -0.06798], [4.34118, -3.42077, 1.14356], [3.65818, -1.10121, 0.64313], [1.92979, -0.22888, -2.34050], [2.50003, 0.46610, -0.77538], [0.84886, -0.74056, 1.47014], [0.66414, -1.67212, 2.94855], [-1.01623, -2.05055, 2.60630], [0.21163, -0.24693, 3.83174], [1.15342, -3.14884, 2.08785], [2.37073, -1.39004, 3.30025], [0.53072, -2.64623, 4.43019]], "atomic_forces_ev_per_a": [[-1.01, 0.71, 0.39], [0.03, -0.03, 0.27], [-0.34, -0.28, -0.44], [-0.02, 0.58, 0.05], [0.17, -0.27, 0.13], [0.43, 0.61, 0.11], [-0.74, -0.71, 0.13], [-0.19, -0.08, -0.05], [1.74, 0.38, 0.15], [-0.58, 0.04, -0.40], [0.08, -0.03, -0.09], [-0.06, -0.31, 0.03], [0.02, -0.22, -0.10], [-0.11, 0.16, 0.00], [-0.10, 0.07, -0.02], [-0.29, 0.37, -0.02], [0.27, -0.16, 0.13], [0.39, 0.03, 0.31], [0.17, 0.03, 0.24], [-0.12, -0.15, -0.18], [-0.66, 0.25, 0.66], [0.14, -0.36, -0.08], [0.49, 0.84, -0.19], [-0.15, -0.14, -0.33], [-0.07, -0.02, -0.05], [0.09, -0.07, -0.09], [-0.01, 0.06, -0.06], [-0.01, 0.17, 0.06], [0.14, -0.10, 0.09], [-0.11, 0.05, 0.05], [0.27, 0.17, 0.16], [-0.05, -0.02, -0.13], [0.00, -0.10, -0.03], [-0.07, 0.06, 0.02], [0.12, -0.10, -0.04], [0.18, -0.03, -0.11], [0.10, 0.15, 0.26], [-0.14, -0.10, -0.23], [0.01, -0.20, 0.04], [-0.06, -0.22, 0.10], [0.06, -0.12, -0.05], [0.00, 0.09, -0.05], [0.13, -0.04, 0.02], [0.12, 0.28, 0.00], [0.03, 0.07, -0.01], [-0.24, -0.11, 0.01], [-0.05, -0.17, 0.17], [-0.42, 0.45, -0.47], [-0.36, -0.77, 0.51], [0.35, 0.31, 0.28], [0.04, 0.04, -0.21], [0.06, -0.11, 0.07], [0.14, 0.06, 0.03], [-0.12, 0.08, 0.05], [-0.12, -0.31, -0.11], [-0.03, 0.97, 1.09], [0.31, -0.84, -1.21], [0.30, -0.41, -0.68], [0.36, 0.10, 0.12], [0.04, 0.18, -0.24], [-0.05, 0.03, -0.04], [-0.13, -0.02, 0.00], [-0.06, -0.15, -0.07], [-0.08, -0.03, -0.10], [0.03, 0.14, -0.09], [0.01, 0.09, -0.03], [0.09, 0.15, -0.08], [-0.09, 0.03, -0.01], [0.03, 0.07, 0.11], [0.08, 0.00, 0.06], [0.08, -0.03, -0.03], [0.07, -0.12, 0.09], [-0.10, -0.08, -0.03], [-0.04, -0.07, 0.15], [0.03, 0.08, -0.01], [0.06, -0.12, -0.10], [0.11, -0.29, 0.06], [0.23, 0.05, -0.10], [-0.34, -0.08, 0.22], [-0.04, -0.05, 0.00], [-0.02, 0.03, -0.01], [0.06, 0.05, -0.10], [0.05, -0.07, 0.10], [0.01, 0.04, 0.04], [-0.09, 0.00, 0.06], [0.08, -0.40, -0.58], [0.11, 0.44, 0.32], [0.08, -0.10, -0.03], [-0.10, 0.09, -0.01], [0.06, -0.07, -0.07], [-0.17, 0.14, -0.27], [0.30, -1.06, 0.17], [-0.61, 0.77, -0.08], [-0.06, -0.07, -0.08], [0.06, -0.14, 0.02], [0.01, 0.04, 0.07], [-0.02, 0.02, 0.08], [-0.07, 0.19, 0.20], [-0.17, -0.02, -0.04], [-0.01, -0.18, 0.18], [0.25, -1.18, 1.57], [0.70, 0.28, -0.06], [0.12, -0.35, -0.46], [-0.34, 0.58, 0.07], [-0.79, 0.00, -0.27], [0.12, 0.60, -0.85]], "e_lumo_ev": [-2.0, -2.0], "e_above_lowest_kj_mol": 269.3, "gap_ev": [4.1, 4.1], "s_squared": 6.0362, "homo_ev": [-6.09, -6.09], "multiplicity": 5}